CBrClFNO2 | ωB97M-V with the def2-TZVPD basis set

The frontier orbital gap (alpha / beta) comes out at 8.83 / 8.24 eV. The HOMO energy (alpha / beta) is -9.407 / -8.834 eV.

Atoms and positions in Å:
C1 0.430 -0.034 0.919
N1 -0.566 0.235 -1.323
O1 -1.561 0.816 -1.209
O2 0.126 -0.359 -2.060
F1 0.937 1.119 1.237
Cl1 -1.039 -0.400 1.808
Br1 1.673 -1.376 0.628

Force components x, y, z for each atom (eV/Å):
C -1.774 -0.523 -0.792
N 2.817 -0.750 3.826
O -1.984 0.801 -1.368
O -0.497 -0.140 -1.839
F 0.402 0.810 0.342
Cl 0.801 0.098 -0.266
Br 0.234 -0.298 0.098

CBrClOS | ωB97M-V with the def2-TZVPD basis set

The frontier orbital gap comes out at 8.69 eV. The HOMO energy is -9.263 eV.

Atoms and positions in Å:
C1 -0.283 -1.630 2.391
O1 -1.198 -1.013 2.219
S1 -0.300 1.124 -1.329
Cl1 1.382 1.740 -0.433
Br1 0.398 -0.221 -2.848

Force components x, y, z for each atom (eV/Å):
C 0.709 -0.470 0.122
O -0.703 0.482 -0.138
S -0.450 0.188 0.192
Cl 0.280 0.084 0.140
Br 0.165 -0.285 -0.315

CBrF2N3O4 | ωB97M-V with the def2-TZVPD basis set

The frontier orbital gap comes out at 9.80 eV. The structure (SMILES) is O=[N+]([O-])/C(Br)=N/F.O=[N+]([O-])F. The HOMO energy is -11.332 eV.

Atoms and positions in Å:
O1 2.344 -1.572 0.720
N1 1.272 -1.388 0.214
O2 0.315 -2.109 0.137
C1 1.100 -0.067 -0.435
Br1 2.473 1.094 0.153
N2 0.426 -0.001 -1.507
F1 0.196 1.139 -2.111
O3 -0.795 0.959 1.492
N3 -1.701 1.024 0.784
O4 -2.524 0.370 0.316
F2 -1.822 2.446 0.199

Force components x, y, z for each atom (eV/Å):
O -0.042 -0.848 0.337
N -0.552 0.032 -0.719
O -0.111 -0.628 0.333
C 1.714 2.092 -1.474
Br -0.795 0.691 -0.194
N -0.944 -2.963 1.843
F 0.810 1.641 -0.171
O 0.904 -0.393 1.095
N -0.505 2.293 -1.640
O -0.689 -1.124 0.029
F 0.211 -0.793 0.560

ΔE to the lowest compared entry with this formula, charge and spin (eV)
2.017, 0.367, 0.000